ORCA calculation (the ωB97M-V functional and the def2-TZVPD basis) on a molecular structure, C28H36As2PtSi.

The expectation value of S² is 2.010. The value obtained for the LUMO energy (alpha / beta) is 0.430 / -1.303 eV. For the HOMO-LUMO gap (alpha / beta), the calculation gives 6.9 / 6.1 eV.

ORCA input file:
```
! RIJCOSX wB97M-V def2-TZVPD def2/J DEFGRID3
* xyz 0 3
C 1.114 3.092 0.551
C 0.129 3.108 -0.491
C -1.176 2.981 0.120
H 0.280 3.364 -1.522
C -0.957 2.771 1.531
C 0.448 3.022 1.789
H 0.855 3.203 2.778
H 2.184 3.155 0.383
H -2.130 3.100 -0.356
H -1.743 2.630 2.257
Pt -0.351 0.950 0.200
C -1.512 -2.693 -4.863
H -2.227 -2.708 -4.026
H -1.820 -1.937 -5.602
H -0.502 -2.461 -4.493
Si -0.215 0.106 -1.908
C 1.524 0.177 -2.697
C 2.325 1.335 -2.724
H 1.980 2.256 -2.233
C 3.564 1.320 -3.386
H 4.160 2.238 -3.441
C 4.027 0.142 -3.991
H 4.989 0.132 -4.513
C 3.242 -1.022 -3.939
H 3.588 -1.939 -4.428
C 2.000 -1.011 -3.285
H 1.378 -1.917 -3.240
C -1.271 1.261 -2.939
C -0.847 1.756 -4.181
H 0.130 1.459 -4.579
C -1.683 2.621 -4.902
H -1.353 2.999 -5.876
C -2.943 2.981 -4.395
H -3.601 3.644 -4.965
C -3.375 2.456 -3.167
H -4.364 2.704 -2.766
C -2.545 1.588 -2.448
H -2.871 1.176 -1.483
H -0.862 -1.232 -1.975
H -1.500 -3.684 -5.345
C -0.595 -4.011 1.500
As -0.471 -2.056 1.581
C 1.068 -2.253 0.266
C -0.478 -2.271 3.738
C -0.456 -3.452 4.498
C -0.595 -3.419 5.904
C -0.723 -2.187 6.575
C -0.721 -0.991 5.841
C -0.583 -1.054 4.440
As -0.181 0.622 3.405
C -0.428 1.908 4.884
C 1.729 0.216 3.389
H -0.723 -4.293 0.454
H -1.425 -4.394 2.096
H 0.365 -4.359 1.885
H 1.760 -3.018 0.639
H 1.583 -1.291 0.127
H 0.564 -2.595 -0.654
H -0.279 -4.427 4.037
H -0.574 -4.332 6.486
H -0.794 -2.159 7.665
H -0.822 -0.043 6.384
H 0.300 1.802 5.696
H -0.354 2.889 4.413
H -1.452 1.728 5.232
H 2.310 1.000 2.886
H 1.757 -0.697 2.797
H 2.150 0.017 4.385
*
```

Löwdin atomic charge list, values in e, 6 entries:
1. C -0.125
2. C -0.230
3. C -0.246
4. H 0.094
5. C -0.278
6. C -0.214